277
Properties=species:S:1:pos:R:3:forces:R:3 method="wB97M-V/def2-TZVPD" charge=0 homo_ev=-8.375 energy_ha=-4986.8048 relative_energy_kj_mol=976.54 homo_lumo_gap_ev=8.77 largest_force_ha_per_bohr=0.067
C -5.284975 1.196222 0.448578 -0.5 -0.3 -0.3
O -4.333325 0.951952 1.441558 1.2 0.0 0.2
C -4.375495 -0.410678 1.881528 -0.2 0.2 0.7
C -3.292495 -0.699008 2.882438 -0.2 0.4 -0.5
N -2.037265 -0.897108 2.216218 1.0 -0.2 0.7
C -0.902355 -1.189428 3.162448 -1.6 -0.3 -1.2
C -0.717365 -0.287548 4.357028 0.3 1.6 -1.1
O 0.436315 -0.661148 5.093848 -1.1 0.7 -1.8
C 0.121915 -1.591848 6.061418 1.3 0.2 2.2
H -5.624625 2.226702 0.344488 0.2 0.3 0.9
H -6.128025 0.564062 0.727378 -0.5 0.1 -0.7
H -4.906795 1.005712 -0.555812 0.1 -0.7 -0.1
H -4.260405 -1.167858 1.105948 -0.4 0.2 -0.6
H -5.296655 -0.523588 2.453208 -0.5 -0.3 -0.4
H -3.561235 -1.632858 3.376188 -0.1 0.1 0.4
H -3.298495 0.162862 3.549708 0.0 -0.1 0.6
H -1.913445 -0.122778 1.579678 0.7 0.2 0.1
H -0.009815 -1.241228 2.538918 0.2 0.0 0.3
H -1.149465 -2.188718 3.520848 0.3 -0.3 0.1
H -1.612875 -0.034698 4.924688 -0.2 -1.4 0.9
H -0.650975 0.739142 3.997028 1.3 0.3 -0.4
H -0.801415 -1.283398 6.551758 -0.1 -0.5 0.3
H 0.968195 -1.438848 6.731118 -0.3 -0.2 0.8
H 0.194695 -2.665408 5.887448 -0.6 -0.1 -1.1
C 2.389805 7.814502 -6.821562 -1.5 0.4 1.0
O 1.168025 7.134522 -6.369032 -0.5 1.3 -1.7
C 1.202245 6.441552 -5.166472 2.5 -1.2 0.9
C 0.004075 5.582582 -4.802152 -0.4 0.9 -1.3
N 0.163575 4.773752 -3.599512 0.4 2.0 -0.3
C 1.359715 3.977222 -3.581172 -0.4 -2.5 1.1
C 1.262075 2.987852 -2.378342 0.8 -0.1 0.5
O 1.536225 3.622032 -1.142782 -0.5 2.0 0.3
C 1.618055 2.853352 0.079388 0.3 0.2 -2.4
H 2.217615 8.333322 -7.764582 -0.5 -0.9 -0.4
H 3.268005 7.171412 -6.879042 -0.1 -0.1 0.2
H 2.534775 8.707402 -6.213432 0.5 -0.3 0.8
H 1.408145 7.032172 -4.273792 0.2 0.6 0.0
H 2.063315 5.791112 -5.320092 0.4 -0.5 0.6
H -0.223105 5.005162 -5.698302 -0.2 -0.4 -0.2
H -0.768255 6.346792 -4.715142 -0.6 -0.4 0.4
H -0.665265 4.207992 -3.485382 0.2 -0.2 0.1
H 2.354505 4.422732 -3.584752 -0.5 0.9 0.4
H 1.377375 3.329762 -4.457852 0.1 -0.4 -0.3
H 1.969875 2.163752 -2.467782 0.4 -0.1 -0.5
H 0.292985 2.488992 -2.367942 -0.5 0.1 0.0
H 2.685885 2.635822 0.101888 -0.1 -1.1 0.5
H 0.910055 2.048332 -0.117562 0.4 -0.7 1.0
H 1.415215 3.424842 0.985118 -0.5 0.3 -0.4
C -1.582505 0.149602 -0.986102 1.0 -1.3 -0.5
O -0.182675 -0.233388 -0.787222 -0.4 2.0 -0.7
C 0.241005 -1.325848 -1.568982 0.9 -1.0 0.5
C 1.703655 -1.744978 -1.184032 -0.7 0.9 0.8
N 1.861485 -1.608138 0.278158 -0.8 0.3 -0.7
C 3.053345 -0.926008 0.683368 1.8 -0.3 1.2
C 2.971125 -0.353858 2.074848 -2.1 -0.8 2.3
O 3.999925 0.445922 2.537738 2.3 1.4 -0.4
C 3.709015 1.603212 3.315828 -0.4 0.2 -0.6
H -1.821715 1.037812 -0.401322 0.1 -0.5 0.4
H -2.123045 -0.777138 -0.793542 -0.7 0.3 0.8
H -1.893245 0.380772 -2.004972 0.7 0.2 -0.5
H 0.377505 -1.164178 -2.638242 -1.0 0.4 -0.3
H -0.502595 -2.080108 -1.311582 0.2 -0.8 -0.6
H 2.379115 -1.070918 -1.710802 0.1 0.4 0.0
H 1.986945 -2.724248 -1.569872 -0.4 -0.3 0.1
H 1.065545 -1.046118 0.544088 -0.1 0.2 0.3
H 3.470455 -0.082568 0.133168 -0.3 0.0 -1.1
H 3.792855 -1.722458 0.766408 0.7 0.3 -0.4
H 2.932885 -1.152768 2.815368 -0.4 -0.6 -0.1
H 2.016865 0.144702 2.244888 -0.4 0.4 -0.4
H 3.099235 2.296762 2.736818 -0.8 -0.2 0.1
H 4.556195 2.264452 3.497878 0.8 -0.8 -0.2
H 3.296235 1.372682 4.297948 -0.4 -0.2 -0.1
C 3.143055 -0.784258 -6.254182 0.1 -1.6 0.0
O 2.487215 -1.720818 -5.376362 -1.0 0.2 0.7
C 1.578265 -2.595168 -6.021122 0.3 -1.0 -2.4
C 0.500065 -1.983858 -6.905932 -0.1 0.2 1.0
N -0.334205 -1.142728 -6.039602 0.5 -0.1 -0.7
C -1.288965 -0.210748 -6.626372 1.6 1.6 0.4
C -0.556845 1.031992 -7.389482 -2.5 -1.3 -0.3
O 0.294865 1.685252 -6.526372 1.6 -1.2 0.9
C 1.054945 2.685672 -7.132292 0.1 1.4 1.0
H 3.940425 -0.343768 -5.655642 -0.5 0.5 0.0
H 2.464005 -0.113548 -6.780622 0.0 0.4 0.5
H 3.654625 -1.351318 -7.031902 0.1 -0.2 -0.3
H 1.033885 -3.422238 -5.565382 0.5 0.7 2.2
H 2.157295 -3.221578 -6.699672 0.5 0.0 -0.5
H -0.093505 -2.835038 -7.239512 -0.1 0.0 -0.4
H 1.024185 -1.561858 -7.763442 -0.5 0.7 -0.3
H 0.312255 -0.656468 -5.434842 -0.1 0.3 0.2
H -1.774855 0.245402 -5.763842 -0.3 0.0 0.0
H -2.037865 -0.781778 -7.175152 0.1 0.4 -0.5
H -1.236135 1.822132 -7.709402 -0.9 -0.3 -0.3
H -0.150895 0.642262 -8.322982 0.9 0.0 0.0
H 1.644995 2.417612 -8.008692 -0.4 -0.2 -0.3
H 1.742855 3.118192 -6.405792 0.4 -0.7 0.2
H 0.410475 3.559602 -7.227222 -0.2 0.1 -1.2
C 7.186645 1.113272 0.396118 -0.3 0.3 -1.1
O 7.691875 1.244492 -1.004572 -1.6 -1.4 2.7
C 6.652815 0.816292 -1.945522 2.4 1.7 -1.2
C 7.340345 -0.113588 -2.951572 -1.2 -1.1 0.6
N 7.581715 -1.486698 -2.454622 1.7 1.9 -1.1
C 6.505095 -2.190628 -1.890482 -0.6 -1.8 0.8
C 5.899205 -3.204958 -2.925682 -0.9 0.8 1.7
O 5.281285 -4.315138 -2.244812 -0.1 0.7 -0.9
C 4.808945 -5.217988 -3.224902 0.6 -1.3 0.5
H 6.435125 1.879362 0.586988 0.0 0.3 -0.1
H 7.927555 1.208242 1.189928 0.6 0.1 -0.7
H 6.661695 0.175492 0.577998 0.2 -0.3 -0.4
H 6.605035 1.733882 -2.531912 -1.1 0.2 -0.2
H 5.667485 0.543822 -1.567392 0.3 -0.2 0.4
H 8.217635 0.419152 -3.318502 0.4 -0.5 0.4
H 6.723345 -0.203758 -3.845592 -0.4 0.1 -0.1
H 8.488395 -1.572648 -2.017992 -0.4 -0.1 0.2
H 5.785905 -1.597568 -1.325552 -0.7 0.6 -0.9
H 6.822075 -2.725018 -0.994902 0.6 -0.8 -0.3
H 6.698425 -3.486028 -3.611492 0.0 -0.3 0.0
H 5.071845 -2.735768 -3.458072 0.2 0.3 -0.5
H 5.694645 -5.621598 -3.715542 0.0 -0.3 -0.3
H 4.122125 -4.918188 -4.016422 -0.1 1.1 0.1
H 4.292255 -6.033108 -2.718232 0.2 0.0 0.2
C -9.081785 -6.615038 -10.157502 0.1 0.4 1.3
O -8.703635 -5.788998 -9.052422 -0.1 1.3 -1.2
C -7.547355 -5.012118 -9.401382 0.6 0.2 1.5
C -7.339245 -3.946128 -8.250902 1.3 -1.7 -2.2
N -5.848125 -3.728438 -8.057222 -2.0 -0.7 1.6
C -5.716345 -3.008138 -6.773692 1.5 -0.7 -0.6
C -4.275495 -2.880598 -6.251582 0.1 -0.3 0.8
O -3.836835 -3.868498 -5.305192 -0.1 -0.9 -0.7
C -2.446845 -3.785618 -4.933472 -1.1 -0.1 0.7
H -9.240965 -5.985078 -11.032672 0.2 -0.3 -0.3
H -10.020015 -7.096998 -9.882642 0.1 -0.1 -0.1
H -8.273735 -7.343978 -10.219192 -0.2 -0.3 -0.8
H -7.455285 -4.480468 -10.348462 -1.4 0.0 -0.6
H -6.727315 -5.720578 -9.518452 0.5 0.0 0.7
H -7.865665 -4.427978 -7.427002 0.6 0.4 0.5
H -7.870815 -3.041958 -8.547562 -0.1 0.2 0.2
H -5.467965 -3.162298 -8.802252 -0.2 0.1 -0.1
H -6.267135 -3.545168 -6.001472 -0.3 0.2 -0.1
H -6.047995 -1.983078 -6.939092 -0.4 0.2 0.6
H -4.349335 -1.948338 -5.691632 0.9 0.5 -0.2
H -3.554905 -2.911188 -7.068832 0.0 0.6 -0.2
H -2.146875 -4.697898 -4.417852 -0.5 -0.3 0.0
H -2.416455 -3.004898 -4.173432 0.8 0.4 -0.3
H -1.725975 -3.696118 -5.746152 -0.3 0.6 -0.3
C -7.792795 -2.059348 -2.415002 0.5 -1.3 -0.5
O -6.778065 -2.693848 -1.635482 -0.8 0.2 0.0
C -5.642445 -3.135018 -2.365162 0.3 0.4 -0.3
C -4.964245 -4.236568 -1.557242 -1.4 1.6 0.8
N -4.833315 -3.704748 -0.157492 0.5 -1.7 -0.6
C -5.050045 -4.826668 0.782468 0.4 0.8 -1.0
C -5.048045 -4.288478 2.173768 -0.3 -0.4 0.0
O -6.316165 -3.656898 2.307378 0.0 0.1 0.7
C -6.677405 -3.217768 3.602808 -0.4 0.9 -0.4
H -7.429785 -1.194038 -2.969582 0.0 0.5 0.5
H -8.695735 -1.915698 -1.821582 0.4 0.5 0.3
H -8.105725 -2.755988 -3.192742 -0.1 -0.3 -0.3
H -4.998305 -2.267968 -2.511472 0.3 0.1 -0.1
H -5.928615 -3.521228 -3.343442 -0.1 0.0 -0.2
H -4.035705 -4.615688 -1.984052 0.2 0.4 0.1
H -5.705085 -5.031158 -1.646052 0.0 -0.6 0.5
H -5.583945 -3.063918 0.056968 -0.2 0.2 -0.5
H -4.269615 -5.560168 0.579928 -0.1 -0.2 0.4
H -6.036105 -5.251888 0.595478 -0.1 -0.4 0.0
H -4.222355 -3.584968 2.280548 0.1 0.0 0.3
H -4.963885 -5.147688 2.839188 0.1 0.2 0.5
H -6.190725 -2.289308 3.901468 0.8 0.0 0.0
H -6.576515 -3.938078 4.414638 0.1 -0.4 -0.2
H -7.706605 -2.867468 3.524428 -0.3 -0.5 0.0
C -0.362755 -0.535068 10.494298 1.1 -0.2 0.1
O 0.129575 0.027472 9.309588 0.7 0.6 -1.7
C 1.454725 0.586442 9.364968 -0.4 1.2 2.3
C 1.905955 1.448902 8.152058 0.4 -2.4 -0.3
N 0.895205 2.256322 7.562278 -1.0 -0.2 1.0
C 0.963915 3.692962 7.717268 -0.2 -0.9 -1.9
C -0.376115 4.218712 7.181068 0.8 2.3 1.9
O -1.393715 4.078052 8.165998 0.2 -1.5 0.0
C -2.670345 3.786832 7.615148 0.5 1.2 0.9
H 0.410725 -1.203578 10.872338 -0.3 -0.9 0.0
H -1.302555 -1.012348 10.216668 0.2 -0.1 0.4
H -0.454855 0.134132 11.349758 -0.5 0.8 -0.2
H 2.223555 -0.094448 9.730188 0.1 -1.0 -0.9
H 1.413745 1.167052 10.286548 0.0 1.1 0.1
H 2.152345 0.703382 7.396018 0.3 -0.2 -0.2
H 2.850515 1.962782 8.330428 -0.1 0.2 0.5
H 0.062825 1.906232 8.014688 -0.7 0.3 -0.2
H 1.736025 3.961662 6.996338 0.1 0.6 -0.1
H 1.317605 4.082072 8.672038 -0.6 0.1 0.4
H -0.668165 3.885662 6.185128 0.2 -0.4 0.1
H -0.242425 5.300472 7.178318 0.1 0.4 -0.8
H -3.293345 3.437682 8.438598 0.1 -0.7 -0.3
H -2.533015 3.127602 6.758038 -0.7 -0.1 0.1
H -3.099165 4.762532 7.386598 -0.4 -0.1 -0.9
C 4.424365 -4.440908 6.118798 -0.3 0.2 -1.7
C 4.095365 -4.696288 4.599698 -0.4 0.1 0.4
C 4.389375 -3.432268 3.718768 1.3 -1.1 -1.2
O 5.780745 -3.432988 3.266928 -0.5 0.3 1.6
C 6.288905 -2.269108 2.630178 0.1 -1.5 -0.8
N 4.773945 -5.943298 4.214038 1.3 0.9 -0.4
H 4.253175 -5.314038 6.748428 -0.2 0.1 -0.2
H 3.794765 -3.591208 6.382848 0.1 0.0 0.6
H 5.477225 -4.169688 6.196488 0.0 0.1 0.1
H 3.024135 -4.834038 4.452688 -0.2 0.0 0.4
H 4.074955 -2.509318 4.206008 0.2 0.1 0.1
H 3.885765 -3.543188 2.758468 -0.9 0.1 0.1
H 7.274995 -2.609668 2.314338 0.5 0.5 0.6
H 6.275925 -1.348338 3.213368 -0.1 -0.1 0.0
H 5.846185 -2.168848 1.639198 -0.8 0.6 0.0
H 5.644305 -5.533038 3.906998 1.3 -0.3 0.6
H 4.592375 -6.360728 3.312438 -1.5 0.1 -0.3
C -1.443545 6.972932 1.873078 -0.3 0.3 -0.2
C -2.362935 6.102302 2.712808 0.4 -1.0 1.7
C -3.223995 6.776672 3.817948 -1.1 0.5 -0.9
O -4.116625 5.834882 4.548998 0.9 0.4 -0.2
C -5.159665 6.379502 5.378748 0.6 0.1 0.4
N -3.263645 5.295362 1.928848 -0.6 0.3 -0.5
H -0.581905 7.355272 2.420348 -0.2 0.1 0.3
H -1.957115 7.792402 1.370258 -0.1 0.0 0.0
H -1.015505 6.325512 1.107738 -0.1 0.0 -0.2
H -1.649415 5.459322 3.228138 0.1 -0.4 0.5
H -3.878565 7.432892 3.244358 -0.4 0.3 0.0
H -2.602385 7.455872 4.401368 0.0 -0.5 0.8
H -5.542765 5.687852 6.129048 0.7 -1.0 -0.3
H -6.093445 6.639402 4.880148 0.4 0.6 -0.7
H -4.763235 7.156182 6.032748 -0.1 0.6 -0.4
H -2.853465 4.421972 1.630448 0.0 0.0 0.1
H -4.038225 5.104962 2.548428 -0.2 -0.5 -0.2
C 8.652045 2.247082 6.146018 1.0 1.1 -0.3
C 8.947785 3.860872 6.112798 -1.0 -2.4 1.0
C 9.827315 4.260792 7.305418 -0.5 -1.2 -0.1
O 8.954375 4.462552 8.404608 -0.1 -0.5 0.2
C 9.449695 5.060662 9.582638 -0.3 1.7 -0.5
N 9.568105 4.136902 4.846518 0.7 0.8 -0.6
H 8.561665 1.855852 5.132668 -0.7 0.4 -0.1
H 7.886305 1.817902 6.792198 -0.1 0.5 0.1
H 9.595425 1.769772 6.411158 0.2 0.1 0.5
H 8.040395 4.453872 6.227148 -0.2 -0.3 -0.1
H 10.455735 5.079402 6.954608 -0.1 0.8 0.7
H 10.482605 3.417062 7.521818 0.4 0.0 0.1
H 8.614545 5.448172 10.166138 -0.4 -0.1 -0.3
H 9.961085 5.950892 9.216478 0.6 0.2 0.6
H 10.027935 4.539692 10.345738 0.5 -0.9 -0.7
H 10.504365 4.467212 5.032038 0.5 -0.3 -0.2
H 9.157105 4.964872 4.439528 -0.4 0.0 -0.2
C -6.330055 2.481842 -3.218242 2.2 0.2 2.1
C -5.537375 3.685352 -3.783932 -2.6 -1.2 -1.8
C -4.059965 3.352882 -4.211332 -0.5 -0.5 1.0
O -3.358985 2.677982 -3.121402 -1.3 1.6 0.7
C -3.291595 3.540962 -1.966272 2.4 0.4 1.2
N -6.453905 3.963622 -4.938862 1.2 1.1 -1.4
H -5.850075 2.386922 -2.244222 -0.4 -1.2 0.4
H -6.185285 1.595022 -3.835242 0.2 0.0 0.1
H -7.397795 2.627592 -3.054592 0.2 0.5 -0.2
H -5.588485 4.550702 -3.123132 0.2 -0.1 0.0
H -3.517575 4.246082 -4.521362 -0.1 0.3 0.2
H -3.968535 2.644222 -5.034452 -0.5 0.0 0.0
H -2.295885 3.979772 -1.902222 0.5 0.4 -0.8
H -3.200875 3.091092 -0.977592 -0.8 -1.4 -0.3
H -3.896675 4.413102 -1.718602 -1.0 -0.3 -1.2
H -6.725505 3.072072 -5.328042 0.3 -0.1 -0.3
H -7.346975 4.345712 -4.662222 0.2 0.4 0.5
C 0.365225 -4.654088 1.859928 0.7 0.5 1.0
C -0.523805 -4.844258 0.708888 -0.3 0.2 -0.9
C -0.561895 -6.226738 0.089308 -0.1 0.2 0.1
O 0.616665 -6.663768 -0.497592 1.6 0.2 -0.7
C 1.103695 -5.874058 -1.582642 -0.5 -0.2 -0.2
N -1.860595 -4.466168 1.087378 -0.5 0.2 0.4
H 0.253085 -3.614878 2.169068 -0.2 0.1 0.3
H 1.389265 -4.632658 1.487128 0.3 -0.8 0.5
H 0.089855 -5.300038 2.693608 0.6 -0.2 0.1
H -0.098895 -4.063558 0.077968 -0.1 -0.3 -1.4
H -1.352725 -6.268928 -0.659632 -0.4 0.1 -0.2
H -0.789295 -6.981868 0.841758 -0.1 0.1 0.2
H 0.296085 -5.361318 -2.105092 -0.4 -0.1 -0.1
H 1.580005 -6.535998 -2.305872 0.1 -0.1 0.2
H 1.796445 -5.066858 -1.344662 0.2 -0.2 0.7
H -2.543725 -4.583038 0.352688 0.1 0.1 -0.3
H -1.781105 -3.468918 1.226198 -0.6 0.4 0.3